[1]
The following is a DFT calculation (ωB97M-V/def2-TZVPD) of an isolated molecule of C5H7IN2 in a non-equilibrium geometry.

Results
HOMO energy ... -9.5 eV
Charge ... 0
SMILES ... CC1=C[C@](C)(I)N=N1
Orbital gap ... 8.91 eV
Energy above the lowest of the compared OMol25 structures with the same formula, charge and spin ... 185.09 kJ/mol
Electronic energy ... -601.849469 hartree

Each line ends with the natural charge from an NBO analysis.
CARTESIAN COORDINATES (ANGSTROEM)
C -1.881 -1.535 -0.850  -0.66
C -0.680 -0.774 -0.403  0.07
C 0.042 0.260 -0.743  -0.26
C 1.074 0.382 0.353  0.02
C 1.082 1.735 1.066  -0.64
I 3.049 0.258 -0.603  0.09
N 0.856 -0.703 1.258  -0.16
N -0.151 -1.294 0.882  -0.12
H -2.821 -0.880 -0.895  0.23
H -2.073 -2.287 -0.125  0.24
H -1.832 -2.048 -1.837  0.24
H -0.007 0.928 -1.701  0.26
H 0.053 1.941 1.025  0.22
H 1.748 2.442 0.549  0.23
H 1.540 1.575 2.026  0.24

***

[2]
The following is a DFT calculation (ωB97M-V/def2-TZVPD) of a structure of composition C39H42CdN7O3S6.

Results
HOMO energy (spin up / spin down) ... -3.8 / -4.7 eV
Charge ... -1
Orbital gap (spin up / spin down) ... 4.76 / 6.71 eV
Energy above the lowest of the compared OMol25 structures with the same formula, charge and spin ... 115.17 kJ/mol
Electronic energy ... -4677.404375 hartree

Each line ends with the Mulliken charge.
CARTESIAN COORDINATES (ANGSTROEM)
Cd 1.562 -0.369 0.270  2.54
C 2.914 -2.769 5.287  -0.45
C 3.029 -3.830 4.397  -0.57
C 2.537 -3.726 3.107  -0.37
C 1.919 -2.542 2.686  -0.32
C 1.798 -1.480 3.586  0.18
C 2.293 -1.597 4.873  -0.86
N 1.476 -2.350 1.377  0.52
N 1.343 -3.446 0.672  -0.50
C 1.055 -3.274 -0.635  -0.17
C 0.913 -4.444 -1.427  -0.43
C 0.659 -4.334 -2.763  -0.75
C 0.535 -3.054 -3.341  -0.94
C 0.693 -1.966 -2.516  -1.03
N 0.935 -2.047 -1.204  1.22
H 3.311 -2.854 6.291  0.37
H 3.520 -4.745 4.707  0.35
H 2.640 -4.537 2.400  0.45
H 1.302 -0.572 3.266  0.33
H 2.194 -0.763 5.557  0.40
H 1.028 -5.399 -0.934  0.53
H 0.560 -5.223 -3.374  0.34
H 0.351 -2.920 -4.398  0.48
H 0.647 -0.962 -2.923  0.47
O 7.084 -2.257 4.307  -0.62
C 6.356 -1.865 3.433  0.66
S 6.041 -2.741 1.938  -0.15
C 4.921 -1.594 1.205  0.12
C 4.623 -0.461 1.987  -0.16
S 3.553 0.784 1.603  -0.42
S 5.428 -0.361 3.535  -0.09
S 4.358 -1.939 -0.324  -0.35
C 1.433 6.892 4.372  -1.51
C 0.973 5.671 3.621  1.13
C 1.848 4.620 3.361  -1.06
C 1.435 3.504 2.652  -0.49
C 0.127 3.438 2.195  -0.52
C -0.764 4.469 2.446  -0.13
C -0.336 5.580 3.157  -0.82
S -0.416 1.997 1.312  1.48
O -0.320 0.864 2.203  -0.80
O -1.736 2.314 0.799  -0.72
N 0.661 1.724 0.172  0.90
C 0.789 2.542 -0.929  -0.30
C 0.164 3.761 -1.126  -0.64
C 0.409 4.535 -2.276  -1.11
C 1.269 4.122 -3.250  -0.92
C 1.920 2.875 -3.105  0.94
C 2.821 2.369 -4.069  -0.85
C 3.409 1.154 -3.881  -1.05
C 3.085 0.420 -2.724  -0.30
N 2.257 0.859 -1.812  0.49
C 1.678 2.078 -1.964  -0.42
H 2.390 6.716 4.862  0.35
H 0.707 7.182 5.133  0.37
H 1.555 7.740 3.694  0.29
H 2.869 4.671 3.721  0.35
H 2.122 2.690 2.466  0.17
H -1.779 4.393 2.081  0.49
H -1.032 6.388 3.357  0.37
H -0.533 4.132 -0.391  0.37
H -0.104 5.484 -2.375  0.40
H 1.462 4.724 -4.130  0.38
H 3.033 2.963 -4.950  0.41
H 4.107 0.742 -4.597  0.42
H 3.522 -0.556 -2.546  0.33
C -4.818 1.100 -0.196  -0.86
C -4.232 1.683 -1.481  -0.47
C -3.351 0.722 -2.281  -0.32
C -2.014 0.373 -1.627  0.16
N -2.102 -0.462 -0.440  1.09
C -2.496 -1.751 -0.384  -0.45
S -2.925 -2.434 1.085  -0.43
N -2.550 -2.401 -1.570  0.49
C -2.795 -3.825 -1.721  -0.56
C -3.769 -4.118 -2.861  -0.82
C -5.242 -4.049 -2.460  -0.64
C -5.688 -2.694 -1.920  -0.71
H -5.607 1.747 0.193  0.41
H -4.066 0.996 0.583  0.15
H -5.252 0.113 -0.376  0.13
H -3.655 2.582 -1.244  0.15
H -5.052 2.001 -2.132  0.48
H -3.121 1.179 -3.249  0.50
H -3.910 -0.196 -2.489  -0.18
H -1.514 1.288 -1.314  -0.31
H -1.360 -0.099 -2.366  -0.27
H -2.146 0.026 0.442  -0.07
H -2.073 -1.964 -2.345  0.21
H -3.188 -4.182 -0.771  0.65
H -1.843 -4.336 -1.892  -0.11
H -3.557 -5.120 -3.245  0.36
H -3.575 -3.426 -3.690  0.29
H -5.428 -4.814 -1.700  0.27
H -5.855 -4.319 -3.326  0.35
H -5.161 -2.442 -0.999  0.11
H -6.758 -2.699 -1.702  0.46
H -5.498 -1.899 -2.647  0.18

***

[3]
The following is a DFT calculation (ωB97M-V/def2-TZVPD) of an isolated molecule of C31H31FN4O4S.

Results
HOMO energy ... -8.1 eV
Charge ... 0
SMILES ... COc1ccc([C@H](C(=O)NC2CCCC2)N(C(=O)c2snc(-c3ccc(F)cc3)c2N)c2ccc(OC)cc2)cc1
Orbital gap ... 8.21 eV
Energy above the lowest of the compared OMol25 structures with the same formula, charge and spin ... 22.48 kJ/mol
Electronic energy ... -2217.978471 hartree

Each line ends with the natural charge from an NBO analysis.
CARTESIAN COORDINATES (ANGSTROEM)
C -5.078 -0.593 -5.566  -0.25
O -4.386 -1.318 -4.580  -0.49
C -3.655 -0.629 -3.659  0.31
C -3.544 0.756 -3.601  -0.32
C -2.770 1.347 -2.617  -0.10
C -2.086 0.581 -1.685  -0.09
C -1.254 1.277 -0.633  -0.16
C -0.247 2.276 -1.243  0.70
O -0.075 2.410 -2.433  -0.62
N 0.406 2.969 -0.288  -0.61
C 1.510 3.879 -0.529  -0.04
C 2.710 3.223 -1.227  -0.43
C 3.465 4.380 -1.902  -0.40
C 2.548 5.611 -1.794  -0.40
C 1.172 5.047 -1.459  -0.42
N -0.525 0.349 0.222  -0.48
C -1.108 -0.028 1.398  0.67
O -2.069 0.590 1.857  -0.65
C -0.613 -1.227 2.054  -0.43
S 0.405 -2.448 1.348  0.69
N 0.213 -3.478 2.580  -0.58
C -0.545 -2.999 3.540  0.12
C -0.791 -3.803 4.733  -0.10
C -0.846 -5.193 4.619  -0.14
C -1.078 -5.982 5.728  -0.28
C -1.248 -5.368 6.957  0.40
F -1.483 -6.132 8.045  -0.32
C -1.176 -3.995 7.105  -0.28
C -0.944 -3.214 5.988  -0.18
C -1.084 -1.696 3.278  0.19
N -1.910 -0.990 4.096  -0.80
C 0.797 0.012 -0.141  0.18
C 1.113 -0.363 -1.438  -0.22
C 2.426 -0.610 -1.798  -0.29
C 3.447 -0.488 -0.863  0.31
O 4.766 -0.699 -1.111  -0.49
C 5.154 -1.074 -2.411  -0.25
C 3.128 -0.104 0.442  -0.25
C 1.824 0.155 0.794  -0.22
C -2.209 -0.802 -1.741  -0.19
C -2.984 -1.400 -2.712  -0.26
H -4.395 -0.003 -6.185  0.18
H -5.832 0.068 -5.125  0.18
H -5.574 -1.338 -6.187  0.20
H -4.054 1.387 -4.311  0.22
H -2.695 2.423 -2.584  0.21
H -1.935 1.838 0.026  0.27
H 0.189 2.759 0.673  0.40
H 1.815 4.269 0.447  0.20
H 2.331 2.528 -1.975  0.23
H 3.332 2.665 -0.529  0.21
H 4.421 4.566 -1.414  0.20
H 3.667 4.142 -2.945  0.21
H 2.886 6.261 -0.984  0.19
H 2.538 6.197 -2.711  0.21
H 0.691 4.653 -2.353  0.23
H 0.514 5.778 -0.991  0.21
H -0.704 -5.639 3.648  0.23
H -1.128 -7.057 5.654  0.23
H -1.293 -3.554 8.082  0.23
H -0.845 -2.146 6.100  0.23
H -2.486 -1.522 4.729  0.39
H -2.358 -0.210 3.624  0.43
H 0.336 -0.451 -2.180  0.24
H 2.635 -0.895 -2.817  0.23
H 6.237 -1.182 -2.375  0.20
H 4.705 -2.027 -2.705  0.18
H 4.892 -0.305 -3.145  0.18
H 3.927 -0.002 1.158  0.23
H 1.590 0.469 1.801  0.22
H -1.702 -1.425 -1.019  0.22
H -3.083 -2.473 -2.758  0.22